1.
The following is a DFT calculation (wB97M-V/def2-TZVPD) of a structure of composition C61H69CaIN9O3Se.

Last column: Löwdin charge in e.
Positions of all 145 atoms, in Å:
Ca -1.43 -1.38 0.26  1.253
N -1.97 2.61 0.66  0.147
C -0.64 2.24 0.46  -0.285
C 0.29 3.30 0.50  -0.025
C 1.62 3.04 0.27  -0.068
C 2.02 1.73 0.05  -0.074
C 1.04 0.75 0.08  -0.174
N -0.27 0.98 0.26  0.099
C -3.17 1.93 0.55  -0.362
C -4.37 2.64 0.70  -0.034
C -5.56 1.95 0.59  -0.088
C -5.53 0.57 0.35  -0.065
C -4.30 -0.02 0.20  -0.112
N -3.13 0.65 0.28  0.076
H -2.08 3.58 0.90  0.124
H -0.06 4.31 0.68  0.105
H 2.34 3.85 0.27  0.107
H 3.05 1.47 -0.15  0.097
H 1.32 -0.29 -0.04  0.065
H -4.36 3.70 0.91  0.107
H -6.50 2.47 0.71  0.100
H -6.44 -0.02 0.27  0.098
H -4.18 -1.08 0.00  0.091
C 2.98 -0.98 -3.33  -0.054
C 3.11 0.11 -4.17  -0.074
C 2.15 1.11 -4.13  -0.042
C 1.09 0.98 -3.24  -0.232
N 0.97 -0.05 -2.41  0.134
C 1.89 -1.01 -2.46  -0.127
C 0.02 2.02 -3.16  -0.212
C 0.30 3.37 -3.36  -0.019
C -0.73 4.29 -3.25  -0.072
C -2.00 3.83 -2.93  -0.065
C -2.18 2.47 -2.74  -0.136
N -1.20 1.58 -2.86  0.170
H 3.69 -1.80 -3.34  0.104
H 3.94 0.18 -4.87  0.102
H 2.20 1.95 -4.81  0.107
H 1.74 -1.85 -1.78  0.047
H 1.31 3.70 -3.58  0.108
H -0.54 5.34 -3.39  0.101
H -2.84 4.51 -2.82  0.099
H -3.16 2.06 -2.48  0.109
I 0.22 -4.44 -1.67  0.514
C 0.30 -3.18 0.14  -0.779
H 1.39 -3.01 0.22  -0.146
H 0.10 -3.93 0.91  -0.101
C -2.39 0.94 5.84  -0.157
C -3.33 1.25 4.86  -0.148
C -3.13 0.85 3.54  -0.184
C -2.02 0.11 3.06  -0.114
C -1.10 -0.16 4.11  -0.233
C -1.26 0.22 5.44  -0.160
H -2.53 1.24 6.87  0.076
H -4.23 1.81 5.14  0.077
H -3.93 1.12 2.85  0.051
H -0.20 -0.73 3.88  0.014
H -0.51 -0.06 6.18  0.079
C -3.12 2.71 -7.15  -0.056
C -2.11 1.68 -6.73  -0.233
C -0.83 1.71 -7.27  -0.064
C 0.13 0.79 -6.89  -0.096
C -0.19 -0.19 -5.96  -0.030
C -1.47 -0.24 -5.41  -0.217
N -1.72 -1.23 -4.42  0.103
C -2.73 -2.16 -4.48  -0.193
C -3.26 -2.57 -5.71  -0.034
C -4.24 -3.54 -5.78  -0.103
C -4.74 -4.14 -4.62  -0.109
C -4.22 -3.74 -3.40  -0.028
C -3.24 -2.76 -3.30  -0.071
C -2.77 -2.33 -1.95  -0.645
O -3.28 -2.81 -0.90  -0.109
O -1.88 -1.43 -1.90  -0.225
C -2.44 0.70 -5.77  -0.169
C -3.79 0.70 -5.11  -0.030
H -2.73 3.32 -7.96  0.069
H -3.38 3.38 -6.32  0.074
H -4.05 2.25 -7.49  0.081
H -0.59 2.47 -8.00  0.099
H 1.13 0.82 -7.31  0.098
H 0.53 -0.94 -5.65  0.117
H -1.41 -1.01 -3.47  0.082
H -2.87 -2.12 -6.62  0.111
H -4.62 -3.83 -6.75  0.094
H -5.50 -4.90 -4.68  0.088
H -4.58 -4.17 -2.47  0.112
H -4.52 0.11 -5.67  0.090
H -4.18 1.72 -5.03  0.068
H -3.73 0.27 -4.11  0.078
C 5.54 -3.49 1.90  -0.115
C 6.19 -2.15 2.23  -0.262
C 6.27 -1.22 1.03  -0.185
C 4.92 -0.62 0.63  -0.160
N 4.43 0.34 1.61  -0.033
C 3.39 0.15 2.48  -0.695
Se 2.39 -1.36 2.65  0.773
N 3.23 1.31 3.17  -0.013
C 2.14 1.57 4.11  -0.138
C 2.37 1.00 5.50  -0.194
C 3.64 1.46 6.23  -0.246
C 4.92 0.73 5.80  -0.100
C 4.17 2.24 2.75  -0.177
C 4.41 3.55 3.13  -0.010
C 5.43 4.23 2.48  -0.096
C 6.18 3.62 1.48  -0.097
C 5.95 2.30 1.10  -0.011
C 4.94 1.62 1.77  -0.173
H 5.54 -4.15 2.77  0.071
H 6.08 -4.00 1.10  0.072
H 4.50 -3.37 1.60  0.036
H 7.20 -2.31 2.62  0.102
H 5.63 -1.66 3.04  0.088
H 6.66 -1.76 0.16  0.115
H 6.97 -0.40 1.22  0.100
H 4.15 -1.39 0.55  0.079
H 4.98 -0.10 -0.33  0.121
H 1.22 1.17 3.68  0.095
H 2.04 2.66 4.16  0.123
H 2.35 -0.09 5.44  0.089
H 1.49 1.29 6.08  0.103
H 3.49 1.28 7.30  0.100
H 3.76 2.54 6.12  0.098
H 4.78 -0.35 5.86  0.077
H 5.75 1.00 6.46  0.067
H 5.22 0.97 4.78  0.054
H 3.82 4.04 3.90  0.107
H 5.64 5.26 2.75  0.098
H 6.97 4.18 0.98  0.097
H 6.53 1.82 0.33  0.109
C -3.77 -5.09 4.42  -0.067
N -2.95 -4.02 3.89  -0.146
C -2.26 -3.20 4.87  -0.029
C -2.81 -3.76 2.57  -0.462
C -3.50 -4.67 1.59  0.010
O -2.12 -2.81 2.20  -0.072
H -4.30 -4.73 5.31  0.087
H -3.17 -5.96 4.72  0.090
H -4.51 -5.41 3.70  0.071
H -1.84 -3.84 5.65  0.088
H -2.94 -2.48 5.34  0.098
H -1.48 -2.63 4.38  0.063
H -3.23 -5.71 1.77  0.087
H -3.20 -4.38 0.58  0.056
H -4.58 -4.58 1.67  0.088

- HOMO energy: -3.359 eV
- ΔE to the lowest compared entry with this formula, charge and spin: 0.859 eV
- Net charge: -1
- E: -6461.3455 Ha
- Molar mass: 1222.22 g/mol
- LUMO level: 0.0758 hartree


2.
The following is a DFT calculation (wB97M-V/def2-TZVPD) of a cluster of 2 separate species, C20H42BCl4F2N2OP in total.

Last column: Löwdin charge in e.
Positions of all 73 atoms, in Å:
C 5.05 -1.90 -1.75  -0.095
C 4.25 -0.85 -0.93  -0.227
C 2.86 -0.51 -1.53  -0.417
F 3.06 0.63 -2.35  -0.076
P 1.44 -0.17 -0.28  0.946
C 0.07 0.29 1.03  -0.383
N 0.59 0.54 2.38  -0.005
C 0.18 0.00 -1.67  -0.217
C -0.98 -1.05 -1.61  -0.191
C -2.40 -0.53 -1.93  -0.328
C -2.76 0.88 -1.38  -0.085
C -3.53 -1.53 -1.56  -0.171
C -3.55 -2.10 -0.13  -0.187
C -3.92 -1.10 0.94  -0.104
C -3.22 -0.83 2.02  -0.350
C -3.34 0.52 2.70  -0.065
C -2.30 -1.83 2.70  -0.059
C 1.66 -1.81 0.60  -0.208
C 1.94 -3.05 -0.25  -0.406
C 1.60 -4.31 0.58  -0.032
F 1.19 -3.13 -1.42  -0.022
B 2.29 1.54 0.25  -0.608
O 3.50 1.61 0.93  0.115
N 1.60 2.81 -0.01  -0.144
C 2.01 3.42 -1.29  -0.087
C 1.87 3.76 1.10  -0.088
H 4.46 -2.30 -2.58  0.071
H 5.92 -1.41 -2.21  0.067
H 5.45 -2.70 -1.12  0.065
H 4.83 0.07 -0.98  0.106
H 4.23 -1.14 0.12  0.088
H 2.62 -1.32 -2.23  0.100
H -0.40 1.22 0.69  0.053
H -0.74 -0.44 1.10  0.045
H 1.43 0.03 2.64  0.050
H 0.61 1.51 2.67  0.057
H -0.14 1.04 -1.70  0.078
H 0.71 -0.18 -2.60  0.080
H -0.75 -1.78 -2.39  0.108
H -0.98 -1.64 -0.69  0.078
H -2.44 -0.45 -3.02  0.126
H -3.73 0.91 -0.90  0.058
H -2.84 1.57 -2.23  0.075
H -2.02 1.32 -0.70  0.005
H -3.51 -2.36 -2.28  0.110
H -4.49 -1.03 -1.72  0.110
H -2.64 -2.61 0.18  0.087
H -4.34 -2.88 -0.12  0.114
H -4.84 -0.53 0.79  0.115
H -4.37 0.88 2.73  0.075
H -2.67 1.26 2.24  0.064
H -3.03 0.44 3.75  0.071
H -2.89 -2.57 3.24  0.086
H -1.62 -2.31 1.99  0.052
H -1.67 -1.30 3.43  0.066
H 0.80 -2.04 1.24  0.079
H 2.50 -1.71 1.29  0.097
H 3.00 -3.17 -0.51  0.121
H 1.81 -4.11 1.64  0.081
H 0.52 -4.46 0.50  0.084
H 2.11 -5.20 0.22  0.079
H 3.55 0.89 1.58  0.099
H 1.45 4.35 -1.40  0.079
H 3.09 3.61 -1.37  0.096
H 1.65 2.77 -2.09  0.077
H 1.91 3.24 2.05  0.072
H 2.76 4.36 0.92  0.091
H 1.00 4.43 1.17  0.066
Cl -3.72 5.37 -1.68  0.525
C -3.09 4.89 -0.10  -2.039
Cl -1.61 3.96 -0.31  0.570
Cl -2.76 6.33 0.87  0.524
Cl -4.29 3.89 0.74  0.530

- SMILES: CC[C@H](F)P(CN)(CC[C@H](C)CCC=C(C)C)(C[C@@H](C)F)B(O)N(C)C.ClC(Cl)(Cl)Cl
- HOMO energy: -7.330 eV
- E: -3378.6253 Ha
- Molar mass: 548.16 g/mol
- LUMO level: 0.0113 hartree


3.
The following is a DFT calculation (wB97M-V/def2-TZVPD) of an isolated molecule of C16H20O2Si.

Last column: Löwdin charge in e.
Positions of all 39 atoms, in Å:
C -1.92 1.75 -3.06  -0.058
C -1.45 1.69 -1.62  -0.314
O -0.37 0.81 -1.46  -0.186
Si -0.29 -0.19 -0.11  0.505
O -1.46 -1.38 -0.08  -0.167
C -1.97 -1.94 -1.21  -0.335
C -0.97 -2.41 -2.29  -0.070
C 1.47 -0.90 -0.13  -0.209
C 2.46 -0.73 -1.11  -0.071
C 3.76 -1.03 -0.76  -0.093
C 4.09 -1.53 0.48  -0.140
C 3.16 -1.72 1.42  -0.087
C 1.81 -1.33 1.13  -0.071
C -0.48 0.79 1.43  -0.218
C 0.26 1.97 1.56  -0.079
C 0.02 2.72 2.68  -0.056
C -0.90 2.24 3.70  -0.074
C -1.58 1.09 3.54  -0.106
C -1.37 0.32 2.41  -0.061
H -1.18 2.08 -3.65  0.024
H -2.12 0.72 -3.49  0.098
H -2.80 2.33 -3.26  0.074
H -1.17 2.67 -1.17  0.129
H -2.25 1.26 -1.01  0.105
H -2.45 -2.87 -0.84  0.123
H -2.73 -1.27 -1.65  0.119
H -0.59 -1.60 -2.82  0.032
H -0.15 -3.05 -1.90  0.093
H -1.50 -3.06 -2.99  0.076
H 2.18 -0.32 -2.09  0.110
H 4.61 -1.08 -1.46  0.106
H 5.13 -1.72 0.82  0.121
H 3.51 -1.98 2.41  0.103
H 1.03 -1.35 1.89  0.098
H 0.92 2.24 0.79  0.102
H 0.40 3.70 2.74  0.084
H -1.09 2.86 4.59  0.111
H -2.16 0.78 4.38  0.103
H -1.86 -0.56 2.18  0.077

- SMILES: CCO[Si](OCC)(c1ccccc1)c1ccccc1
- HOMO energy: -9.009 eV
- ΔE to the lowest compared entry with this formula, charge and spin: 0.000 eV
- E: -1061.7064 Ha
- Molar mass: 272.42 g/mol
- LUMO level: 0.0320 hartree


Question: Which formula does entry 1 have?
Answer: C61H69CaIN9O3Se


Copy entry 3 word for word.
The following is a DFT calculation (wB97M-V/def2-TZVPD) of an isolated molecule of C16H20O2Si.

Last column: Löwdin charge in e.
Positions of all 39 atoms, in Å:
C -1.92 1.75 -3.06  -0.058
C -1.45 1.69 -1.62  -0.314
O -0.37 0.81 -1.46  -0.186
Si -0.29 -0.19 -0.11  0.505
O -1.46 -1.38 -0.08  -0.167
C -1.97 -1.94 -1.21  -0.335
C -0.97 -2.41 -2.29  -0.070
C 1.47 -0.90 -0.13  -0.209
C 2.46 -0.73 -1.11  -0.071
C 3.76 -1.03 -0.76  -0.093
C 4.09 -1.53 0.48  -0.140
C 3.16 -1.72 1.42  -0.087
C 1.81 -1.33 1.13  -0.071
C -0.48 0.79 1.43  -0.218
C 0.26 1.97 1.56  -0.079
C 0.02 2.72 2.68  -0.056
C -0.90 2.24 3.70  -0.074
C -1.58 1.09 3.54  -0.106
C -1.37 0.32 2.41  -0.061
H -1.18 2.08 -3.65  0.024
H -2.12 0.72 -3.49  0.098
H -2.80 2.33 -3.26  0.074
H -1.17 2.67 -1.17  0.129
H -2.25 1.26 -1.01  0.105
H -2.45 -2.87 -0.84  0.123
H -2.73 -1.27 -1.65  0.119
H -0.59 -1.60 -2.82  0.032
H -0.15 -3.05 -1.90  0.093
H -1.50 -3.06 -2.99  0.076
H 2.18 -0.32 -2.09  0.110
H 4.61 -1.08 -1.46  0.106
H 5.13 -1.72 0.82  0.121
H 3.51 -1.98 2.41  0.103
H 1.03 -1.35 1.89  0.098
H 0.92 2.24 0.79  0.102
H 0.40 3.70 2.74  0.084
H -1.09 2.86 4.59  0.111
H -2.16 0.78 4.38  0.103
H -1.86 -0.56 2.18  0.077

- SMILES: CCO[Si](OCC)(c1ccccc1)c1ccccc1
- HOMO energy: -9.009 eV
- ΔE to the lowest compared entry with this formula, charge and spin: 0.000 eV
- E: -1061.7064 Ha
- Molar mass: 272.42 g/mol
- LUMO level: 0.0320 hartree


What did the third record say?
The following is a DFT calculation (wB97M-V/def2-TZVPD) of an isolated molecule of C16H20O2Si.

Last column: Löwdin charge in e.
Positions of all 39 atoms, in Å:
C -1.92 1.75 -3.06  -0.058
C -1.45 1.69 -1.62  -0.314
O -0.37 0.81 -1.46  -0.186
Si -0.29 -0.19 -0.11  0.505
O -1.46 -1.38 -0.08  -0.167
C -1.97 -1.94 -1.21  -0.335
C -0.97 -2.41 -2.29  -0.070
C 1.47 -0.90 -0.13  -0.209
C 2.46 -0.73 -1.11  -0.071
C 3.76 -1.03 -0.76  -0.093
C 4.09 -1.53 0.48  -0.140
C 3.16 -1.72 1.42  -0.087
C 1.81 -1.33 1.13  -0.071
C -0.48 0.79 1.43  -0.218
C 0.26 1.97 1.56  -0.079
C 0.02 2.72 2.68  -0.056
C -0.90 2.24 3.70  -0.074
C -1.58 1.09 3.54  -0.106
C -1.37 0.32 2.41  -0.061
H -1.18 2.08 -3.65  0.024
H -2.12 0.72 -3.49  0.098
H -2.80 2.33 -3.26  0.074
H -1.17 2.67 -1.17  0.129
H -2.25 1.26 -1.01  0.105
H -2.45 -2.87 -0.84  0.123
H -2.73 -1.27 -1.65  0.119
H -0.59 -1.60 -2.82  0.032
H -0.15 -3.05 -1.90  0.093
H -1.50 -3.06 -2.99  0.076
H 2.18 -0.32 -2.09  0.110
H 4.61 -1.08 -1.46  0.106
H 5.13 -1.72 0.82  0.121
H 3.51 -1.98 2.41  0.103
H 1.03 -1.35 1.89  0.098
H 0.92 2.24 0.79  0.102
H 0.40 3.70 2.74  0.084
H -1.09 2.86 4.59  0.111
H -2.16 0.78 4.38  0.103
H -1.86 -0.56 2.18  0.077

- SMILES: CCO[Si](OCC)(c1ccccc1)c1ccccc1
- HOMO energy: -9.009 eV
- ΔE to the lowest compared entry with this formula, charge and spin: 0.000 eV
- E: -1061.7064 Ha
- Molar mass: 272.42 g/mol
- LUMO level: 0.0320 hartree


Question: Among the records above, which one has the lowest HOMO energy?
Answer: C16H20O2Si